Molecular formula: C26H62BFO5S
Method: DFT, ωB97M-V/def2-TZVPD

Summary:
E_HOMO = -10.482 eV
Orbital gap = 0.381 hartree
2S+1 = 1
Energy = -1926.81824 Ha

Last column: Mulliken charge in e.
Element x y z (Å)
C  1.520  6.432  -3.168  -0.9338
C  0.938  5.439  -1.957  -0.1463
O  1.936  4.368  -1.808  -0.3199
B  1.326  3.024  -1.813  0.6847
O  0.415  2.469  -2.834  -0.5180
O  1.710  2.102  -0.688  -0.1133
S  3.134  1.333  -1.315  0.3645
O  2.871  -0.181  -1.541  -0.4252
O  3.426  1.941  -2.918  -0.0787
F  4.573  2.594  -2.954  -0.0887
H  2.645  6.650  -2.879  0.2391
H  1.535  5.771  -4.134  0.2570
H  0.874  7.415  -3.282  0.3176
H  0.999  6.108  -0.971  0.1168
H  -0.156  5.071  -2.152  0.2563
H  -0.301  3.114  -3.104  0.2691
C  -0.524  2.623  5.648  -0.8680
C  -0.426  1.216  5.080  -0.4274
C  0.894  0.944  4.354  -0.8341
C  1.160  1.815  3.121  -0.6601
C  0.093  1.749  2.026  0.2834
C  -0.065  0.363  1.420  -1.2971
H  -0.503  3.380  4.859  -0.0088
H  -1.465  2.742  6.196  0.4345
H  0.299  2.822  6.342  0.3022
H  -1.275  1.029  4.414  0.2403
H  -0.520  0.501  5.906  0.3645
H  0.924  -0.113  4.066  0.3133
H  1.722  1.085  5.061  0.3947
H  2.126  1.519  2.693  0.2600
H  1.278  2.860  3.432  0.3235
H  0.372  2.446  1.228  -0.2002
H  -0.873  2.094  2.410  0.3858
H  0.883  0.009  1.000  0.2021
H  -0.803  0.388  0.612  0.3862
H  -0.409  -0.365  2.160  0.4544
C  0.585  -2.664  -1.887  -1.0061
C  2.028  -3.124  -2.024  -0.1550
C  2.459  -3.352  -3.475  -0.7460
C  1.692  -4.446  -4.226  -0.8754
C  1.733  -5.836  -3.585  0.2420
C  3.135  -6.419  -3.497  -1.4772
H  -0.116  -3.421  -2.248  0.2601
H  0.351  -2.470  -0.835  0.2570
H  0.416  -1.738  -2.446  0.2257
H  2.182  -4.032  -1.431  0.3211
H  2.680  -2.358  -1.586  0.2702
H  3.530  -3.582  -3.491  0.3330
H  2.346  -2.411  -4.029  0.3608
H  2.097  -4.514  -5.244  0.4071
H  0.645  -4.145  -4.340  0.2847
H  1.114  -6.512  -4.186  0.0645
H  1.283  -5.812  -2.587  0.2702
H  3.595  -6.483  -4.489  0.2987
H  3.096  -7.430  -3.079  0.4223
H  3.783  -5.818  -2.853  0.3089
C  -1.272  8.889  6.819  -1.2492
C  -1.174  7.482  6.250  -0.3069
C  0.146  7.211  5.525  -0.2540
C  0.412  8.082  4.292  -0.7665
C  -0.655  8.015  3.196  -0.3922
C  -0.813  6.629  2.591  -1.0691
H  -1.250  9.646  6.030  0.2794
H  -2.212  9.008  7.367  0.3848
H  -0.449  9.089  7.513  0.2991
H  -2.023  7.295  5.584  0.2508
H  -1.268  6.767  7.076  0.3581
H  0.176  6.153  5.236  -0.0949
H  0.974  7.352  6.231  0.3920
H  1.378  7.786  3.863  0.3712
H  0.530  9.126  4.603  0.3263
H  -0.375  8.713  2.398  0.3393
H  -1.621  8.360  3.581  0.2456
H  0.135  6.276  2.170  0.2576
H  -1.551  6.655  1.782  0.4111
H  -1.156  5.902  3.331  0.2096
C  -2.306  -6.782  -5.457  -1.2984
C  -2.279  -6.627  -3.945  -0.0055
C  -1.698  -7.843  -3.219  -0.2992
C  -2.476  -9.152  -3.401  -0.9151
C  -3.946  -9.108  -2.974  -0.4088
C  -4.136  -8.816  -1.494  -1.1686
H  -2.959  -7.603  -5.767  0.3446
H  -2.683  -5.865  -5.922  0.4027
H  -1.302  -6.971  -5.849  0.2596
H  -3.288  -6.408  -3.580  0.3607
H  -1.666  -5.752  -3.697  -0.0637
H  -1.622  -7.610  -2.151  0.3793
H  -0.669  -8.004  -3.565  0.1361
H  -1.965  -9.938  -2.830  0.4057
H  -2.426  -9.463  -4.451  0.3465
H  -4.399  -10.081  -3.197  0.3676
H  -4.496  -8.370  -3.568  0.2251
H  -3.620  -9.561  -0.879  0.2859
H  -5.200  -8.848  -1.239  0.3771
H  -3.760  -7.825  -1.226  0.2789

Atomic forces in eV per Å
C -0.1 -1.2 0.6
C 1.0 2.6 -0.3
O -3.3 -2.6 0.2
B -0.5 0.7 -0.7
O 0.7 2.5 2.5
O 1.5 0.5 -4.4
S 0.0 -5.0 1.3
O 0.3 5.9 0.5
O -4.4 -2.0 -0.1
F 3.0 1.8 0.5
H -2.4 -0.2 -0.6
H -0.1 1.5 1.6
H 1.4 -2.1 0.2
H -0.5 -1.7 -2.0
H 2.1 0.6 0.4
H 1.5 -1.0 0.2
C -0.2 0.1 0.1
C 0.1 -0.1 0.0
C 0.0 -0.2 -0.1
C 0.0 0.2 0.0
C 0.1 0.1 0.0
C -0.1 0.0 -0.1
H 0.0 0.0 0.1
H 0.1 0.1 0.0
H -0.1 0.0 -0.1
H 0.1 0.0 0.0
H 0.0 0.0 -0.1
H 0.0 0.1 0.0
H -0.1 0.0 0.0
H -0.1 0.0 0.0
H 0.0 -0.1 0.0
H -0.1 0.0 0.2
H 0.1 0.0 0.0
H -0.1 0.0 0.0
H 0.1 -0.1 0.1
H 0.0 0.0 -0.1
C -0.1 0.0 0.2
C 0.2 0.1 0.0
C 0.1 -0.1 0.0
C -0.1 0.0 0.0
C 0.0 0.1 -0.1
C 0.0 -0.2 0.1
H 0.0 0.1 0.0
H -0.1 0.0 -0.1
H 0.0 -0.1 0.0
H 0.0 0.0 -0.1
H -0.1 -0.3 -0.1
H -0.1 0.0 0.0
H 0.0 -0.1 0.1
H 0.0 0.0 0.1
H 0.1 0.0 0.0
H 0.0 0.1 0.1
H 0.0 0.0 -0.1
H 0.0 0.0 0.1
H 0.1 0.1 -0.1
H 0.0 0.0 -0.1
C -0.2 0.1 0.0
C 0.1 -0.1 0.1
C 0.0 -0.1 -0.1
C 0.0 0.1 0.1
C 0.1 0.1 0.0
C -0.2 -0.1 -0.1
H 0.0 0.0 0.1
H 0.1 0.1 0.0
H -0.1 0.0 -0.1
H 0.1 0.0 0.0
H 0.0 0.0 -0.1
H 0.0 0.1 0.0
H -0.1 0.0 -0.1
H -0.1 0.0 0.0
H 0.0 -0.1 0.0
H 0.0 0.0 0.1
H 0.1 0.0 0.0
H -0.1 0.0 0.1
H 0.1 -0.1 0.1
H 0.1 0.0 -0.1
C -0.1 0.1 -0.1
C 0.2 0.0 0.1
C 0.0 0.0 0.1
C 0.0 0.0 -0.2
C 0.1 -0.1 0.0
C -0.2 0.0 0.1
H 0.1 0.0 0.0
H 0.1 -0.1 0.0
H -0.1 0.0 0.0
H 0.1 0.0 0.0
H -0.1 -0.1 0.0
H 0.0 0.0 -0.1
H -0.1 0.0 0.0
H -0.1 0.1 0.0
H 0.0 0.0 0.1
H 0.0 0.1 0.0
H 0.1 0.0 0.0
H 0.0 0.1 0.0
H 0.1 0.0 0.1
H 0.0 -0.1 0.0